(1)
{
  "formula": "C45H91F2N9O11S2",
  "method": "ωB97M-V with the def2-TZVPD basis set",
  "species": ["C", "C", "C", "O", "C", "C", "C", "O", "O", "O", "H", "H", "C", "C", "N", "C", "C", "N", "C", "C", "H", "H", "H", "H", "H", "H", "H", "H", "H", "H", "H", "C", "C", "O", "N", "H", "H", "C", "H", "H", "H", "H", "H", "H", "C", "C", "O", "N", "H", "H", "C", "H", "H", "H", "H", "H", "H", "C", "C", "O", "N", "H", "H", "C", "H", "H", "H", "H", "H", "H", "C", "C", "C", "N", "C", "C", "C", "C", "C", "H", "H", "H", "H", "H", "H", "H", "H", "H", "H", "H", "H", "H", "H", "H", "H", "H", "H", "C", "C", "C", "N", "C", "C", "C", "C", "C", "H", "H", "H", "H", "H", "H", "H", "H", "H", "H", "H", "H", "H", "H", "H", "H", "H", "H", "C", "C", "C", "N", "C", "C", "C", "C", "C", "H", "H", "H", "H", "H", "H", "H", "H", "H", "H", "H", "H", "H", "H", "H", "H", "H", "H", "N", "S", "O", "O", "F", "S", "O", "O", "F"],
  "xyz": [[0.181, -0.705, 2.134], [-1.145, -0.594, 1.874], [-1.608, -0.574, 0.429], [-2.861, -0.681, 0.062], [-0.704, -0.586, -0.605], [0.733, -0.549, -0.414], [1.248, -0.653, 1.106], [2.462, -0.833, 1.301], [1.510, -0.565, -1.321], [-1.931, -0.615, 2.914], [0.594, -0.782, 3.128], [-0.981, -0.672, -1.645], [-3.109, -1.605, 7.141], [-2.611, -0.289, 6.482], [-1.213, -0.148, 6.691], [-0.564, 0.550, 7.717], [0.774, 0.602, 7.420], [0.990, -0.244, 6.330], [-0.270, -0.660, 5.863], [2.314, -0.521, 5.826], [-2.927, -2.429, 6.451], [-4.189, -1.555, 7.281], [-2.639, -1.889, 8.082], [-3.116, 0.560, 6.943], [-2.790, -0.372, 5.410], [-1.161, 1.081, 8.445], [1.568, 1.089, 7.966], [-0.398, -1.119, 4.893], [2.397, -0.543, 4.740], [2.617, -1.510, 6.169], [3.051, 0.241, 6.079], [1.931, 2.902, 0.180], [1.471, 4.129, -0.625], [2.020, 4.348, -1.723], [0.404, 5.023, 0.061], [-0.522, 4.700, -0.184], [0.374, 5.006, 1.070], [0.457, 6.526, -0.332], [1.109, 2.195, 0.288], [2.301, 3.266, 1.139], [2.629, 2.352, -0.452], [1.178, 7.067, 0.281], [-0.504, 7.024, -0.459], [0.804, 6.495, -1.365], [2.291, -4.094, 0.878], [3.559, -3.635, 0.208], [4.712, -3.902, 0.589], [3.290, -2.746, -1.030], [2.856, -3.273, -1.775], [2.578, -2.059, -0.825], [4.485, -1.881, -1.444], [1.503, -4.442, 0.210], [1.873, -3.255, 1.433], [2.539, -4.967, 1.481], [4.195, -1.326, -2.337], [5.379, -2.393, -1.801], [4.569, -1.154, -0.637], [-5.173, -3.949, 2.934], [-4.713, -4.263, 1.519], [-5.466, -4.055, 0.579], [-3.373, -4.996, 1.328], [-3.135, -5.356, 2.241], [-3.569, -5.695, 0.625], [-2.399, -3.925, 0.787], [-4.399, -3.497, 3.554], [-5.597, -4.814, 3.443], [-6.095, -3.376, 2.834], [-2.441, -3.055, 1.442], [-2.644, -3.689, -0.249], [-1.434, -4.429, 0.731], [-0.937, 1.970, -8.117], [-0.213, 1.038, -7.148], [0.193, 1.821, -5.809], [0.842, 0.872, -4.751], [-0.089, -0.328, -4.367], [1.288, 1.707, -3.591], [2.808, 1.702, -3.576], [3.166, 0.359, -4.176], [2.201, 0.287, -5.375], [-1.454, 1.319, -8.822], [-0.288, 2.631, -8.692], [-1.660, 2.542, -7.537], [0.535, 0.493, -7.724], [-0.972, 0.324, -6.828], [-0.661, 2.291, -5.322], [0.987, 2.522, -6.069], [-1.087, 0.107, -4.400], [0.108, -0.954, -3.496], [-0.090, -1.036, -5.196], [0.917, 1.222, -2.688], [0.962, 2.741, -3.702], [3.146, 1.846, -2.550], [3.304, 2.494, -4.137], [2.855, -0.421, -3.481], [4.234, 0.408, -4.386], [2.004, -0.703, -5.785], [2.463, 0.967, -6.186], [6.341, 4.064, 5.712], [6.511, 3.574, 4.336], [5.606, 2.281, 4.349], [5.869, 1.333, 3.172], [5.326, 1.929, 1.866], [7.354, 0.875, 3.001], [7.308, -0.617, 2.437], [5.831, -0.958, 2.421], [5.100, -0.058, 3.409], [6.731, 3.402, 6.485], [5.300, 4.221, 5.995], [6.746, 5.073, 5.789], [7.478, 3.403, 3.863], [6.071, 4.218, 3.574], [4.518, 2.301, 4.289], [5.958, 1.566, 5.093], [5.309, 1.281, 0.989], [5.951, 2.791, 1.635], [4.289, 2.240, 1.995], [7.944, 1.458, 2.294], [7.893, 0.966, 3.945], [7.822, -0.885, 1.514], [7.727, -1.320, 3.157], [5.375, -0.867, 1.436], [5.641, -2.017, 2.596], [4.061, 0.053, 3.096], [5.278, -0.404, 4.427], [-9.248, -2.222, -1.308], [-7.713, -2.030, -1.495], [-7.300, -1.900, -3.061], [-5.815, -1.630, -3.282], [-5.207, -0.441, -2.537], [-5.409, -1.518, -4.814], [-4.044, -2.177, -4.929], [-3.733, -2.834, -3.606], [-5.011, -2.867, -2.906], [-9.459, -2.055, -0.252], [-9.514, -3.223, -1.649], [-9.843, -1.652, -2.022], [-7.296, -2.897, -0.983], [-7.372, -1.187, -0.894], [-7.643, -0.973, -3.520], [-7.498, -2.721, -3.750], [-5.266, -0.537, -1.453], [-5.710, 0.483, -2.822], [-4.165, -0.222, -2.766], [-5.332, -0.448, -5.006], [-6.040, -2.041, -5.533], [-3.415, -1.335, -5.217], [-3.925, -2.754, -5.846], [-3.083, -2.155, -3.054], [-3.225, -3.780, -3.795], [-5.013, -2.871, -1.816], [-5.545, -3.762, -3.227], [-1.968, 4.170, -0.992], [-2.274, 2.708, -1.283], [-1.279, 1.955, -2.108], [-3.713, 2.347, -1.308], [-2.038, 2.277, 0.222], [-2.270, 4.637, -2.605], [-3.660, 4.748, -2.983], [-1.224, 4.408, -3.568], [-1.914, 6.141, -2.275]],
  "mulliken_charge": [-0.48, 0.46, 0.96, -0.82, -0.22, 1.05, 0.59, -0.46, -0.58, -0.89, -0.86, -0.57, -1.11, -0.31, 0.20, -0.62, -0.19, 0.30, -0.13, -0.49, 0.29, 0.39, 0.34, 0.40, 0.12, 0.43, 0.45, 0.44, -0.02, 0.27, 0.34, -0.25, 0.24, -0.49, 0.31, 0.18, 0.50, -0.90, 0.07, 0.52, -0.09, 0.37, 0.36, 0.38, -0.92, 0.81, -0.47, 0.32, 0.49, -0.54, 0.12, 0.39, 0.05, 0.44, -0.06, 0.44, -0.08, -1.11, 0.45, -0.44, -0.03, 0.41, 0.40, -0.56, 0.32, 0.42, 0.37, 0.21, 0.18, 0.28, -1.39, -0.14, -1.09, 1.11, -1.35, 1.09, -0.36, 0.31, -1.08, 0.40, 0.37, 0.34, 0.38, 0.11, 0.49, 0.56, 0.53, 0.09, 0.59, -1.11, -0.15, -0.04, 0.47, -0.65, 0.68, 0.35, 0.50, -1.39, -0.39, -0.92, 0.38, -1.40, -0.74, -0.97, -0.24, -0.32, 0.37, 0.36, 0.40, 0.43, 0.34, 0.54, 0.46, 0.42, 0.40, 0.49, 0.38, 0.52, 0.41, 0.34, -0.45, 0.84, 0.02, 0.62, -1.40, -0.06, -0.77, 0.39, -1.25, -0.74, -0.34, 0.26, -0.95, 0.38, 0.38, 0.36, 0.16, 0.38, 0.48, 0.41, 0.27, 0.39, 0.46, 0.40, 0.33, -0.09, 0.45, -0.46, 0.66, 0.36, 0.58, -0.61, 0.79, -0.10, -0.59, -0.32, 0.90, -0.56, -0.54, -0.28],
  "charge": 4,
  "multiplicity": 1,
  "lumo_energy_ev": -8.05,
  "relative_energy_kj_mol": 0.00
}

=====

(2)
{
  "formula": "C45H92BBr2O23S6",
  "method": "ωB97M-V with the def2-TZVPD basis set",
  "species": ["C", "C", "C", "C", "C", "C", "Br", "C", "C", "Br", "O", "B", "C", "C", "C", "C", "C", "C", "C", "C", "O", "C", "C", "C", "C", "C", "C", "O", "C", "C", "C", "C", "C", "O", "O", "H", "H", "H", "H", "H", "H", "H", "H", "H", "H", "H", "H", "H", "H", "H", "H", "H", "H", "H", "H", "H", "H", "H", "H", "H", "H", "H", "H", "H", "H", "H", "H", "H", "H", "H", "H", "H", "H", "H", "H", "H", "H", "H", "H", "O", "S", "O", "O", "C", "C", "C", "H", "H", "H", "H", "H", "H", "H", "H", "O", "S", "O", "O", "C", "C", "C", "H", "H", "H", "H", "H", "H", "H", "H", "O", "S", "O", "O", "C", "C", "C", "H", "H", "H", "H", "H", "H", "H", "H", "O", "S", "O", "O", "C", "C", "C", "H", "H", "H", "H", "H", "H", "H", "H", "O", "S", "O", "O", "C", "C", "C", "H", "H", "H", "H", "H", "H", "H", "H", "O", "S", "O", "O", "C", "C", "C", "H", "H", "H", "H", "H", "H", "H", "H"],
  "xyz": [[5.633, 5.397, 0.114], [4.640, 4.335, -0.426], [3.303, 4.318, 0.343], [3.494, 4.623, 1.865], [2.444, 3.030, 0.073], [2.763, 1.929, 1.099], [1.856, 0.198, 0.744], [4.270, 1.587, 1.173], [4.806, 0.750, 0.006], [4.486, 0.480, 2.833], [2.854, 2.631, -1.215], [1.725, 2.124, -2.053], [1.881, 0.637, -2.677], [0.529, 0.047, -3.164], [0.085, -1.054, -2.226], [0.864, -2.165, -2.026], [0.477, -3.126, -1.131], [-0.697, -2.966, -0.449], [-1.502, -1.890, -0.662], [-1.102, -0.926, -1.563], [0.576, 2.304, -1.109], [0.906, 3.323, -0.231], [0.689, 4.657, -1.023], [-0.544, 4.641, -1.912], [-1.878, 4.812, -1.196], [-3.020, 4.868, -2.227], [-4.401, 4.978, -1.574], [-5.113, 3.755, -1.843], [-5.147, 2.918, -0.686], [0.064, 3.484, 1.059], [-0.620, 2.235, 1.643], [-1.403, 1.392, 0.629], [-2.356, 0.478, 1.366], [-3.563, 0.433, 1.147], [-1.839, -0.337, 2.321], [5.063, 6.239, 0.502], [6.321, 4.997, 0.851], [6.170, 5.791, -0.747], [4.398, 4.661, -1.433], [5.106, 3.362, -0.532], [2.774, 5.195, -0.018], [3.463, 5.703, 2.007], [2.689, 4.225, 2.476], [4.473, 4.323, 2.233], [2.458, 2.175, 2.109], [4.890, 2.450, 1.364], [5.055, -0.256, 0.320], [4.138, 0.731, -0.845], [5.751, 1.193, -0.315], [1.543, 2.897, -3.009], [2.406, -0.050, -2.010], [2.508, 0.741, -3.568], [0.642, -0.353, -4.175], [-0.227, 0.826, -3.241], [1.779, -2.222, -2.598], [1.133, -3.971, -0.978], [-0.988, -3.712, 0.281], [-2.432, -1.753, -0.127], [-1.729, -0.060, -1.717], [0.578, 5.493, -0.319], [1.550, 4.940, -1.627], [-0.613, 3.769, -2.556], [-0.458, 5.493, -2.595], [-1.930, 5.742, -0.622], [-2.115, 3.989, -0.522], [-2.805, 5.681, -2.922], [-2.973, 3.956, -2.818], [-4.365, 5.191, -0.506], [-4.964, 5.747, -2.104], [-4.271, 3.053, -0.053], [-5.115, 1.882, -1.019], [-6.077, 3.130, -0.155], [-0.696, 4.255, 0.995], [0.745, 3.857, 1.828], [0.078, 1.653, 2.243], [-1.352, 2.597, 2.376], [-2.032, 1.984, -0.024], [-0.746, 0.733, 0.072], [-0.921, -0.098, 2.505], [2.945, -8.377, -1.339], [1.664, -7.982, -0.837], [1.483, -6.713, -0.209], [1.126, -9.122, 0.136], [1.971, -9.525, 1.230], [1.992, -8.509, 2.356], [0.450, -8.164, -2.095], [2.978, -9.731, 0.863], [1.557, -10.466, 1.588], [2.464, -7.579, 2.043], [2.549, -8.901, 3.207], [0.977, -8.270, 2.674], [0.559, -9.142, -2.556], [0.624, -7.378, -2.827], [-0.536, -8.051, -1.653], [5.543, -3.804, 5.479], [5.685, -4.242, 4.124], [5.656, -5.637, 3.808], [7.020, -3.606, 3.525], [8.248, -3.817, 4.241], [8.789, -5.224, 4.066], [4.549, -3.387, 3.094], [8.108, -3.575, 5.296], [8.954, -3.096, 3.833], [8.133, -5.961, 4.526], [9.773, -5.309, 4.528], [8.870, -5.474, 3.008], [4.599, -2.323, 3.313], [3.556, -3.772, 3.315], [4.800, -3.582, 2.054], [-2.739, -9.384, -1.566], [-4.082, -9.783, -1.279], [-4.347, -10.832, -0.346], [-4.822, -10.105, -2.651], [-4.213, -11.063, -3.538], [-4.385, -12.491, -3.058], [-5.033, -8.371, -0.837], [-3.159, -10.816, -3.681], [-4.710, -10.932, -4.497], [-3.840, -12.667, -2.132], [-4.011, -13.187, -3.810], [-5.436, -12.706, -2.865], [-4.855, -7.582, -1.564], [-4.704, -8.056, 0.151], [-6.083, -8.650, -0.810], [7.791, 4.049, 2.663], [7.754, 3.963, 4.090], [7.305, 5.072, 4.875], [9.199, 3.520, 4.606], [10.329, 4.305, 4.188], [10.422, 5.628, 4.922], [6.883, 2.518, 4.576], [10.298, 4.452, 3.107], [11.206, 3.697, 4.408], [9.590, 6.283, 4.666], [11.350, 6.139, 4.660], [10.396, 5.472, 6.000], [7.249, 1.672, 4.002], [5.829, 2.685, 4.365], [7.029, 2.361, 5.642], [-7.514, 9.234, -0.962], [-7.773, 8.417, -2.107], [-6.722, 8.033, -2.994], [-8.946, 9.087, -2.955], [-8.777, 10.454, -3.371], [-7.800, 10.595, -4.522], [-8.646, 6.973, -1.610], [-8.476, 11.066, -2.518], [-9.765, 10.792, -3.680], [-6.789, 10.328, -4.221], [-7.787, 11.625, -4.880], [-8.080, 9.937, -5.345], [-9.469, 7.262, -0.962], [-7.942, 6.341, -1.072], [-9.006, 6.458, -2.496], [-7.838, -1.336, -3.069], [-8.152, -2.299, -2.062], [-9.300, -2.133, -1.225], [-6.872, -2.541, -1.158], [-6.242, -1.396, -0.533], [-7.042, -0.888, 0.649], [-8.208, -3.905, -2.784], [-6.078, -0.610, -1.271], [-5.265, -1.733, -0.195], [-8.002, -0.480, 0.332], [-6.497, -0.100, 1.169], [-7.248, -1.698, 1.350], [-7.322, -4.046, -3.398], [-9.106, -3.952, -3.396], [-8.257, -4.644, -1.989]],
  "mulliken_charge": [-1.43, -0.13, 0.08, -1.79, -0.06, -0.51, -0.01, 0.29, -1.15, -0.21, -1.08, 0.74, -0.35, -1.05, 0.55, -0.18, -0.96, -1.15, 0.37, -0.34, 0.53, 1.25, -2.18, -1.05, 0.33, -0.82, -0.56, -0.44, -0.36, -1.43, -1.29, 2.17, -0.34, -0.52, -0.53, 0.32, 0.20, 0.47, 0.40, 0.01, 0.72, 0.52, 0.38, 0.12, 0.79, 0.24, 0.43, 0.21, 0.30, -0.41, 0.00, 0.22, 0.52, 0.17, 0.41, 0.67, 0.49, 0.47, 0.20, 0.43, 0.87, 0.11, 0.47, 0.24, -0.22, 0.50, 0.37, 0.42, 0.19, 0.16, 0.09, 0.30, 0.84, -0.04, 0.74, 0.35, -0.40, -1.03, 0.43, -0.68, 1.18, -0.52, -0.21, -0.41, -0.94, -0.90, 0.34, 0.26, 0.26, 0.38, 0.27, 0.32, 0.43, 0.23, -0.66, 1.21, -0.60, -0.22, -0.40, -0.99, -0.69, 0.34, 0.26, 0.30, 0.38, 0.27, -0.03, 0.43, 0.34, -0.51, 1.14, -0.62, -0.30, -0.30, -0.99, -1.00, 0.29, 0.27, 0.30, 0.38, 0.27, 0.33, 0.38, 0.35, -0.65, 1.21, -0.65, -0.28, -0.33, -0.99, -0.96, 0.31, 0.28, 0.30, 0.39, 0.26, 0.32, 0.30, 0.44, -0.66, 1.25, -0.59, -0.28, -0.37, -0.98, -0.89, 0.34, 0.26, 0.30, 0.38, 0.26, 0.34, 0.32, 0.32, -0.64, 1.26, -0.63, -0.22, -0.05, -1.15, -0.94, 0.36, -0.03, 0.38, 0.37, 0.32, 0.31, 0.37, 0.30],
  "charge": -1,
  "multiplicity": 1,
  "lumo_energy_ev": 1.46
}

=====

Number 1: E -111137.3770 eV, E_HOMO -14.61 eV, frontier orbital gap 6.56 eV. Number 2: E -301023.4628 eV, E_HOMO -4.79 eV, frontier orbital gap 6.25 eV.